The following is a DFT calculation (wB97M-V/def2-TZVPD) of a molecular structure, C49H44CrN4O2PS3.

```
104
Properties=species:S:1:pos:R:3
Cr 0.141 -0.251 -0.524
O 2.064 -0.390 -0.618
C 2.958 0.488 -1.177
C 2.603 1.929 -0.727
C 1.307 2.505 -1.236
C 1.320 3.698 -1.946
C 0.127 4.293 -2.302
C -1.049 3.715 -1.878
C -1.009 2.527 -1.156
C -2.285 1.960 -0.597
C -2.632 0.567 -1.178
O -1.741 -0.342 -0.691
C -4.037 0.110 -0.768
C -4.411 -1.177 -1.155
C -5.646 -1.694 -0.805
C -6.535 -0.931 -0.048
C -6.166 0.341 0.352
C -4.921 0.860 -0.007
C -2.580 0.691 -2.719
C -1.521 0.156 -3.441
C -1.422 0.348 -4.817
C -2.397 1.070 -5.494
C -3.472 1.593 -4.784
C -3.560 1.404 -3.411
N 0.153 1.897 -0.910
C 4.359 0.197 -0.603
C 4.449 -0.064 0.765
C 5.672 -0.345 1.358
C 6.833 -0.370 0.590
C 6.756 -0.094 -0.767
C 5.527 0.192 -1.358
C 2.938 0.346 -2.706
C 2.586 -0.886 -3.252
C 2.536 -1.068 -4.627
C 2.835 -0.016 -5.486
C 3.192 1.214 -4.953
C 3.245 1.389 -3.573
H 3.413 2.624 -0.955
H 2.518 1.850 0.360
H 2.267 4.161 -2.193
H 0.116 5.214 -2.873
H -2.005 4.177 -2.084
H -3.077 2.686 -0.790
H -2.169 1.834 0.483
H -3.696 -1.766 -1.721
H -5.923 -2.696 -1.116
H -7.499 -1.336 0.238
H -6.841 0.938 0.956
H -4.646 1.848 0.337
H -0.770 -0.427 -2.922
H -0.575 -0.068 -5.352
H -2.322 1.222 -6.565
H -4.246 2.148 -5.302
H -4.406 1.811 -2.866
H 3.542 -0.030 1.365
H 5.719 -0.538 2.424
H 7.788 -0.601 1.048
H 7.655 -0.105 -1.374
H 5.484 0.399 -2.421
H 2.328 -1.690 -2.575
H 2.254 -2.034 -5.031
H 2.783 -0.151 -6.561
H 3.422 2.045 -5.610
H 3.530 2.357 -3.176
S -1.352 2.798 3.238
P -0.309 1.174 3.639
S 0.586 0.186 2.144
C 1.030 1.571 4.837
C 2.155 2.251 4.363
C 3.198 2.568 5.218
C 3.134 2.210 6.563
C 2.018 1.544 7.042
C 0.968 1.228 6.182
C -1.325 -0.025 4.589
C -2.481 0.393 5.241
C -3.239 -0.511 5.978
C -2.847 -1.839 6.066
C -1.696 -2.264 5.412
C -0.940 -1.362 4.673
H 2.202 2.515 3.313
H 4.069 3.089 4.836
H 3.954 2.448 7.231
H 1.960 1.266 8.088
H 0.098 0.707 6.564
H -2.782 1.430 5.149
H -4.140 -0.177 6.479
H -3.442 -2.546 6.634
H -1.393 -3.303 5.468
H -0.055 -1.686 4.138
C -2.979 -5.329 -1.132
C -1.668 -5.253 -1.923
C -0.700 -4.303 -1.287
N -0.786 -3.036 -1.359
N 0.172 -2.369 -0.618
C 0.999 -3.175 -0.013
N 2.024 -2.759 0.751
S 0.619 -4.842 -0.272
H -3.673 -6.028 -1.602
H -3.445 -4.344 -1.086
H -2.796 -5.660 -0.108
H -1.864 -4.907 -2.937
H -1.212 -6.242 -1.993
H 2.260 -1.775 0.591
H 2.812 -3.378 0.830
```

Results
total charge = -1
energy relative to the best compared isomer or geometry (same formula, charge and spin) = 0.000 eV
LUMO energy (spin up / spin down) = 0.077 / 0.077 hartree
spin multiplicity = 5
orbital gap (spin up / spin down) = 6.1 / 6.9 eV
<S²> = 6.011
strongest force on any atom = 0.0166 hartree/bohr



The following is a DFT calculation (wB97M-V/def2-TZVPD) of a molecular structure, C49H45FN4P2STi in a non-equilibrium geometry.

```
103
Properties=species:S:1:pos:R:3
Ti 0.299 0.737 0.714
C 4.511 -0.583 1.873
C 3.241 -0.177 1.201
N 2.053 -0.518 1.542
N 1.845 -1.332 2.606
C 0.692 -2.056 2.559
N 0.475 -2.905 3.571
S -0.342 -1.825 1.294
C 3.309 0.692 0.007
C 4.523 1.031 -0.574
C 4.528 1.855 -1.690
C 3.323 2.312 -2.181
C 2.154 1.911 -1.549
N 2.127 1.115 -0.489
H 4.385 -1.018 2.864
H 5.152 0.289 1.992
H 5.040 -1.312 1.256
H 2.584 -1.495 3.285
H 1.148 -3.080 4.299
H -0.334 -3.504 3.526
H 5.451 0.666 -0.168
H 5.462 2.139 -2.153
H 3.268 2.971 -3.033
H 1.198 2.261 -1.883
C -3.043 -0.147 -1.752
C -1.929 -1.197 -1.578
P -0.483 -0.688 -2.582
C -1.001 -1.161 -4.255
C -1.634 -0.225 -5.067
C -2.086 -0.583 -6.328
C -1.896 -1.878 -6.787
C -1.262 -2.815 -5.982
C -0.819 -2.461 -4.722
C 0.884 -1.845 -2.254
C 2.112 -1.556 -2.861
C 3.215 -2.357 -2.645
C 3.115 -3.467 -1.809
C 1.901 -3.783 -1.230
C 0.787 -2.985 -1.467
C -2.974 1.083 -0.837
P -1.440 2.105 -0.779
C -1.843 3.528 0.283
C -2.900 3.536 1.184
C -3.146 4.663 1.956
C -2.326 5.775 1.855
C -1.269 5.773 0.958
C -1.035 4.661 0.172
C -1.425 2.985 -2.406
C -2.460 3.917 -2.535
C -2.616 4.661 -3.689
C -1.729 4.510 -4.741
C -0.700 3.591 -4.635
C -0.560 2.824 -3.486
H -4.005 -0.623 -1.548
H -3.095 0.182 -2.794
H -2.286 -2.183 -1.895
H -1.666 -1.279 -0.521
H -1.787 0.785 -4.719
H -2.581 0.148 -6.949
H -2.239 -2.159 -7.771
H -1.114 -3.824 -6.340
H -0.321 -3.200 -4.105
H 2.196 -0.704 -3.525
H 4.151 -2.135 -3.138
H 3.977 -4.100 -1.651
H 1.801 -4.668 -0.618
H -0.167 -3.275 -1.043
H -3.160 0.786 0.202
H -3.761 1.785 -1.137
H -3.558 2.682 1.269
H -3.989 4.681 2.630
H -2.522 6.647 2.459
H -0.642 6.647 0.855
H -0.233 4.691 -0.556
H -3.150 4.080 -1.717
H -3.426 5.370 -3.760
H -1.847 5.097 -5.639
H -0.017 3.442 -5.457
H 0.194 2.060 -3.487
F 2.901 5.072 4.256
C 2.318 4.144 3.491
C 2.306 4.318 2.121
C 1.706 3.340 1.339
C 1.100 2.219 1.910
C 1.117 2.097 3.305
C 1.739 3.044 4.100
H 2.758 5.197 1.685
H 1.706 3.492 0.262
H 0.623 1.259 3.788
H 1.752 2.962 5.175
C -1.215 0.742 1.997
C -2.083 0.769 2.862
C -3.028 0.630 3.917
C -3.682 1.741 4.451
C -4.600 1.576 5.472
C -4.861 0.309 5.971
C -4.211 -0.800 5.449
C -3.301 -0.646 4.421
H -3.461 2.723 4.066
H -5.108 2.436 5.881
H -5.575 0.184 6.770
H -4.422 -1.785 5.837
H -2.801 -1.502 3.990
```

Results
total charge = +2
energy relative to the best compared isomer or geometry (same formula, charge and spin) = 2.074 eV
LUMO energy = -0.241 hartree
spin multiplicity = 1
orbital gap = 6.1 eV
strongest force on any atom = 0.0231 hartree/bohr